C4H5F in the gas phase at a distorted geometry, computed with ωB97M-V/def2-TZVPD.

Results
Structure (SMILES): C=C/C=C/F
HOMO level in eV: -8.9

Atoms and positions in Å:
1 C -1.87 -0.15 1.58
2 C -0.61 -0.33 1.16
3 C -0.17 0.25 -0.16
4 C 1.04 -0.08 -0.63
5 F 1.49 0.30 -1.81
6 H -2.52 0.42 0.95
7 H -2.19 -0.55 2.58
8 H 0.05 -0.85 1.83
9 H -0.81 0.84 -0.75
10 H 1.71 -0.70 -0.04

C12H17InNO6 as an isolated structure at a distorted geometry, computed with ωB97M-V/def2-TZVPD.

Results
Net charge: +1
HOMO level in eV: -11.4

Atoms and positions in Å:
1 In -4.38 10.73 16.82
2 C -6.22 13.27 14.59
3 C -5.66 12.37 15.51
4 C -6.64 11.48 16.41
5 O -6.17 10.85 17.38
6 C -8.02 11.46 16.08
7 C -8.54 12.30 15.06
8 C -7.61 13.28 14.31
9 O -7.90 14.20 13.46
10 O -9.80 12.17 14.84
11 O -4.43 12.26 15.71
12 H -5.55 13.86 13.97
13 H -8.65 10.82 16.67
14 C -4.17 7.43 14.07
15 O -3.96 8.75 14.49
16 C -2.85 9.22 13.76
17 C -2.72 10.74 13.90
18 N -2.68 11.13 15.34
19 C -2.66 12.62 15.39
20 C -2.11 13.14 16.65
21 O -2.91 12.75 17.77
22 C -2.22 12.98 18.99
23 H -5.04 7.08 14.64
24 H -3.45 6.61 14.11
25 H -4.68 7.37 13.11
26 H -2.99 9.02 12.69
27 H -1.92 8.84 14.16
28 H -3.47 11.27 13.31
29 H -1.74 10.97 13.49
30 H -1.72 10.92 15.59
31 H -3.58 13.09 15.04
32 H -1.88 12.84 14.66
33 H -1.95 14.22 16.66
34 H -1.10 12.75 16.69
35 H -2.12 14.07 19.01
36 H -1.23 12.53 18.99
37 H -2.88 12.67 19.80

C10H13Cl2NO3 in the gas phase at a distorted geometry, computed with ωB97M-V/def2-TZVPD.

Results
Structure (SMILES): COCc1ccc(CN(C)C(=O)C(Cl)Cl)o1
HOMO level in eV: -8.3

Atoms and positions in Å:
1 C -5.01 -2.40 -0.06
2 O -3.98 -1.55 -0.56
3 C -3.06 -1.07 0.45
4 C -1.89 -0.33 -0.15
5 C -1.53 -0.18 -1.49
6 C -0.36 0.60 -1.46
7 C -0.15 0.95 -0.13
8 C 0.94 1.88 0.31
9 N 2.27 1.23 0.49
10 C 2.37 0.27 1.60
11 C 3.27 1.27 -0.50
12 O 2.99 1.84 -1.52
13 C 4.67 0.72 -0.33
14 Cl 4.74 -1.07 -0.32
15 Cl 5.80 1.13 -1.65
16 O -1.12 0.42 0.68
17 H -5.65 -2.65 -0.91
18 H -5.53 -1.93 0.81
19 H -4.56 -3.31 0.32
20 H -3.62 -0.39 1.09
21 H -2.68 -1.91 1.04
22 H -2.02 -0.64 -2.38
23 H 0.26 0.91 -2.33
24 H 0.99 2.67 -0.46
25 H 0.63 2.38 1.24
26 H 2.37 -0.73 1.16
27 H 3.31 0.45 2.14
28 H 1.51 0.36 2.26
29 H 5.05 1.07 0.67